Molecular formula: C10H17BF3I2
Method: DFT, ωB97M-V/def2-TZVPD

Last columns: bonded neighbours and bond lengths (Å).
Cartesian coordinates (Å):
1 C -2.088 2.481 1.669  C2 1.535, H17 1.092, H18 1.093, H19 1.091
2 C -1.204 2.257 0.434  C1 1.535, C3 1.539, H20 1.088, H21 1.091
3 C -1.134 0.799 -0.051  C2 1.539, I4 2.188, B5 1.663, H22 1.090
4 I -2.930 0.508 -1.265  C3 2.188
5 B 0.281 0.514 -0.877  C3 1.663, C6 1.635, C13 1.679, H23 1.237
6 C 0.165 -0.592 -2.076  B5 1.635, C7 1.554, H24 1.091, H25 1.094
7 C -0.374 -1.981 -1.634  C6 1.554, C8 1.502, H26 1.093, H27 1.093
8 C 0.403 -3.161 -2.143  C7 1.502, F9 1.345, C10 1.320
9 F 1.277 -2.982 -3.149  C8 1.345
10 C 0.319 -4.373 -1.629  C8 1.320, F11 1.328, F12 1.326
11 F 1.163 -5.375 -1.846  C10 1.328
12 F -0.636 -4.748 -0.789  C10 1.326
13 C 1.571 0.305 0.177  B5 1.679, I14 2.191, C15 1.546, H28 1.088
14 I 2.853 -1.409 -0.292  C13 2.191
15 C 1.291 0.216 1.695  C13 1.546, C16 1.549, H29 1.090, H30 1.091
16 C 1.284 1.586 2.416  C15 1.549, H31 1.089, H32 1.091, H33 1.087
17 H -1.766 3.336 2.267  C1 1.092
18 H -3.108 2.705 1.346  C1 1.093
19 H -2.153 1.583 2.285  C1 1.091
20 H -0.198 2.657 0.551  C2 1.088
21 H -1.641 2.832 -0.384  C2 1.091
22 H -1.313 0.133 0.793  C3 1.090
23 H 0.501 1.574 -1.477  B5 1.237
24 H 1.110 -0.707 -2.607  C6 1.091
25 H -0.516 -0.219 -2.846  C6 1.094
26 H -0.399 -2.035 -0.542  C7 1.093
27 H -1.411 -2.084 -1.963  C7 1.093
28 H 2.258 1.139 0.053  C13 1.088
29 H 0.400 -0.367 1.926  C15 1.090
30 H 2.113 -0.339 2.152  C15 1.091
31 H 1.708 2.351 1.768  C16 1.089
32 H 1.897 1.528 3.317  C16 1.091
33 H 0.279 1.869 2.721  C16 1.087

For the HOMO energy, the calculation gives -5.36 eV. Its total energy is -1311.09089 hartree. The strongest force on any atom comes out at 0.932 eV/A. The net charge is -1.

Partial atomic charges computed with the Löwdin method, in multiples of e:
1 C -0.139
2 C -0.384
3 C -0.624
4 I 0.800
5 B -0.722
6 C -0.266
7 C -0.198
8 C -0.276
9 F 0.048
10 C -0.344
11 F 0.113
12 F 0.118
13 C -0.592
14 I 0.843
15 C -0.355
16 C -0.099
17 H 0.062
18 H 0.052
19 H 0.065
20 H 0.079
21 H 0.064
22 H 0.036
23 H 0.098
24 H 0.052
25 H 0.048
26 H 0.106
27 H 0.076
28 H 0.037
29 H 0.092
30 H 0.035
31 H 0.070
32 H 0.062
33 H 0.046